Molecular formula: C41H54Cl2N10O13RbS4
Method: DFT, the ωB97M-V functional and the def2-TZVPD basis

Results
total charge: -1
HOMO-LUMO gap: 7.05 eV
largest force on an atom: 1.798 eV Å⁻¹
multiplicity: 1

Geometry as XYZ:
```
125
Properties=species:S:1:pos:R:3:forces:R:3
Rb -0.92028 1.45273 -1.50298 0.8 -1.6 -0.5
O -5.70379 -2.02639 -3.30246 -0.1 0.0 -0.1
C -6.10114 -0.77282 -3.17536 0.0 0.1 0.1
O -7.14948 -0.37919 -3.63751 0.0 0.0 0.0
C -5.21195 0.14928 -2.41435 0.1 -0.3 0.0
C -5.59191 1.42821 -2.08976 0.0 0.2 0.0
N -4.58981 1.96438 -1.38324 0.0 -0.2 0.1
N -3.55121 1.13409 -1.23559 -0.8 -0.1 -0.2
C -3.90780 0.01799 -1.86123 0.0 -0.1 0.1
C -2.92982 -1.13533 -1.90495 0.3 0.0 0.2
O -3.40420 -2.26340 -2.22071 -0.1 0.4 -0.4
O -1.73863 -0.89530 -1.62403 -0.9 -1.0 -0.2
H -4.80661 -2.16359 -2.85689 0.0 0.0 0.0
H -6.49878 1.95702 -2.33176 0.1 0.0 0.0
H -4.49241 2.91591 -1.07515 0.1 0.1 -0.2
O -4.33425 -0.30632 4.44595 -0.1 0.1 -0.2
C -3.42664 -0.02035 5.38585 0.0 -0.1 0.1
C -3.41197 -0.82653 6.52932 0.0 0.0 0.0
C -2.51776 -0.57712 7.54945 0.0 0.0 0.0
C -1.60853 0.47740 7.45479 0.0 0.0 -0.1
C -1.61490 1.26816 6.32103 0.0 0.0 0.0
C -2.51316 1.03805 5.27471 0.0 0.2 0.0
C -2.53074 1.92253 4.07006 0.3 -0.1 0.6
O -3.42998 1.76434 3.20003 -0.2 -0.1 -0.5
N -1.57979 2.84084 4.01191 0.0 -0.4 0.0
N -1.69883 3.59211 2.88596 0.1 0.5 0.2
C -0.74637 4.39465 2.60958 0.0 0.1 -0.1
S -0.84526 5.53781 1.29535 0.0 0.2 0.1
C 0.95032 5.64193 1.14092 0.1 0.1 -0.1
C 1.51314 5.69321 2.55084 0.0 0.0 0.0
S 0.73914 4.37333 3.52760 0.0 0.1 0.1
H -4.22240 0.36532 3.72880 0.0 -0.1 0.1
H -4.12932 -1.63669 6.58572 0.0 0.0 0.0
H -2.52633 -1.20746 8.43312 0.0 0.0 -0.1
H -0.90745 0.67482 8.25672 0.0 0.0 0.0
H -0.91788 2.08895 6.21090 0.0 0.0 0.0
H 1.18090 6.54243 0.57267 0.0 0.0 0.0
H 1.29264 4.75801 0.60214 -0.1 0.2 0.1
H 1.30236 6.65085 3.02578 0.1 0.0 0.0
H 2.58825 5.51017 2.55806 0.0 0.0 0.0
O 0.63919 -1.97020 -0.54561 0.0 0.1 -0.1
H 0.98093 -1.07579 -0.38374 0.0 0.0 0.0
H -0.23125 -1.81750 -0.96632 0.1 -0.1 0.1
O 0.11696 2.90838 0.48508 0.1 -0.3 -0.2
H -0.44999 3.20327 -0.24881 0.2 0.8 0.5
H 0.51395 2.06484 0.19976 0.6 0.3 0.6
O -3.53784 3.69892 1.21368 -1.2 1.0 -0.5
N -2.73109 2.99521 1.46292 0.9 -1.1 0.4
N -0.17791 -0.66368 2.14644 -0.1 -0.1 0.2
H -0.47622 -1.12510 3.00135 -0.1 0.0 0.0
H -0.38958 -1.31381 1.39104 -0.1 0.0 0.0
H -0.79381 0.13733 2.03127 0.0 0.0 0.0
Cl -1.20597 2.05759 -4.53189 -0.1 0.2 -0.4
C -1.09159 3.69390 -3.80661 -0.2 -0.1 0.4
Cl 0.54299 3.93404 -3.13890 0.1 0.2 -0.3
C -2.21336 3.85253 -2.69503 0.3 0.4 0.1
O -3.34465 3.99424 -3.15276 0.2 0.0 0.1
O -1.80167 3.81550 -1.50418 -0.8 0.8 -0.3
H -1.24803 4.41089 -4.59796 0.0 0.0 -0.1
N 1.64931 1.00786 -2.49865 0.3 -0.2 -0.4
C 2.28173 0.78450 -3.43997 0.2 0.0 0.1
N 3.00020 0.52073 -4.52357 -0.2 0.0 0.1
C 3.97619 -0.56384 -4.54491 -0.1 0.1 0.1
C 3.89028 -1.24592 -5.89301 0.0 0.1 -0.2
O 4.04374 -0.30773 -6.95241 0.0 0.0 0.1
C 3.02309 0.68367 -6.92250 0.1 -0.2 -0.1
C 3.07489 1.46677 -5.63087 0.0 0.0 0.1
H 3.74474 -1.26380 -3.74395 0.0 0.0 0.0
H 4.98435 -0.16458 -4.39252 0.0 0.0 0.1
H 2.92451 -1.75454 -5.98427 0.0 0.0 0.0
H 4.69099 -1.97404 -6.00229 0.0 0.0 0.0
H 2.04130 0.21000 -7.02569 -0.1 0.0 0.0
H 3.19813 1.33896 -7.77332 0.0 0.0 0.0
H 2.24274 2.16497 -5.56226 0.0 0.0 0.0
H 4.01608 2.02431 -5.58055 0.0 0.1 0.0
C -3.97346 -5.33659 3.61708 0.0 0.0 0.0
C -2.68970 -5.55776 2.82901 -0.1 0.1 -0.1
N -2.86859 -5.46159 1.38786 0.0 0.1 0.3
C -2.90583 -4.27262 0.71696 -0.1 -0.1 -0.2
S -2.63499 -2.77366 1.43931 0.0 -0.3 0.1
N -3.16135 -4.35199 -0.59602 0.1 -0.3 0.4
C -3.36899 -5.56266 -1.36273 -0.1 0.1 0.1
C -4.82555 -6.02473 -1.37205 0.0 0.0 0.0
H -3.77995 -5.41213 4.69041 0.0 0.0 0.0
H -4.73221 -6.07874 3.35090 0.0 0.0 0.0
H -4.36463 -4.34011 3.40593 0.0 0.0 0.0
H -2.27116 -6.54415 3.03792 0.0 0.0 0.0
H -1.95437 -4.80887 3.10977 0.1 0.0 0.0
H -3.35144 -6.23309 0.95982 0.1 0.0 -0.1
H -3.14617 -3.46843 -1.10330 -0.1 0.0 -0.2
H -2.71492 -6.35426 -0.99105 0.1 0.0 0.0
H -3.05265 -5.34478 -2.38197 0.0 0.0 0.0
H -5.19507 -6.19740 -0.35802 0.0 0.0 0.0
H -4.93296 -6.95279 -1.94010 0.0 0.0 0.0
H -5.45744 -5.26281 -1.83049 0.0 0.0 0.0
O 1.80386 0.61876 0.32542 -0.2 -0.1 0.6
S 2.22012 0.54944 1.78429 0.3 0.3 -0.7
C 3.82416 1.50432 1.80737 -0.1 0.1 0.0
C 4.26092 1.98010 0.45048 0.0 -0.1 -0.1
C 3.49674 2.91636 -0.24837 0.0 0.0 0.1
C 3.86141 3.31890 -1.52323 0.1 0.0 0.0
C 4.99823 2.78866 -2.12526 0.0 0.0 0.1
C 5.77129 1.86600 -1.43379 0.0 0.0 0.0
C 5.40264 1.46532 -0.15410 0.0 0.0 0.0
C 2.88935 -1.12793 2.01724 0.1 -0.1 -0.1
C 4.11201 -1.47084 1.21821 0.0 0.1 -0.1
C 5.34703 -1.62472 1.84456 0.0 0.0 0.0
C 6.48868 -1.92900 1.11298 0.0 0.0 0.0
C 6.40705 -2.07636 -0.26526 0.0 0.0 0.0
C 5.17809 -1.92825 -0.89808 0.0 0.0 0.1
C 4.03548 -1.63313 -0.16747 0.0 0.0 0.0
H 4.58451 0.88237 2.27875 0.0 0.1 0.0
H 3.58382 2.34349 2.46247 0.1 0.0 0.0
H 2.59528 3.31574 0.20935 0.1 -0.1 -0.1
H 3.24805 4.03648 -2.05676 0.0 0.0 0.0
H 5.28030 3.09754 -3.12613 0.0 0.0 0.0
H 6.66043 1.44631 -1.89066 0.0 0.0 0.0
H 6.00824 0.73882 0.37839 -0.1 0.0 -0.1
H 2.03781 -1.74644 1.73318 0.0 0.0 0.1
H 3.06029 -1.21066 3.09403 0.0 -0.1 0.0
H 5.41274 -1.51766 2.92325 0.0 0.0 0.0
H 7.43966 -2.04665 1.61884 0.0 0.0 0.0
H 7.29465 -2.30998 -0.84192 0.0 0.0 0.0
H 5.11139 -2.04569 -1.97383 0.0 0.0 0.1
H 3.07651 -1.53403 -0.66347 0.1 0.0 0.0
```
Positions in Å, forces in eV/Å.

Löwdin population analysis, charges in e, atoms 1 to 5: 1.07 0.10 -0.51 0.07 -0.05

---

Molecular formula: C5H10NOS
Method: DFT, the ωB97M-V functional and the def2-TZVPD basis

Results
total charge: -1
energy relative to the best compared isomer or geometry (same formula, charge and spin): 479.2 kJ/mol
HOMO-LUMO gap (alpha / beta): 4.78 / 4.78 eV
largest force on an atom: 3.785 eV Å⁻¹
multiplicity: 1

Geometry as XYZ:
```
18
Properties=species:S:1:pos:R:3:forces:R:3
C -0.14439 -0.52240 -1.26529 0.0 0.2 -0.1
C -1.12979 0.59499 -0.97087 0.2 0.8 0.1
C 0.06232 2.56201 0.93034 -0.1 0.0 -0.2
C 0.66702 -1.11534 -0.08962 -0.6 -0.6 -0.3
C -0.16077 -1.31511 1.17563 0.3 0.0 -0.1
N 1.83356 -0.29312 0.24230 3.0 -0.1 -2.2
O 2.78274 -0.40399 -0.58213 -3.0 0.2 2.3
S -0.46026 2.34497 -0.67672 0.0 -0.5 -0.1
H -0.72680 -1.34884 -1.69754 0.3 -0.1 0.1
H 0.57968 -0.18786 -2.01336 -0.1 -0.1 -0.1
H -1.75550 0.74874 -1.85165 -0.2 -0.2 -0.1
H -1.76456 0.35836 -0.11860 -0.2 -0.1 0.0
H -0.70009 2.71994 1.68171 -0.1 0.0 0.2
H 0.95992 2.04443 1.21835 0.3 -0.1 0.2
H 1.02932 -2.09609 -0.45099 0.2 0.4 0.1
H 0.40473 -1.90068 1.89890 0.0 -0.1 0.1
H -1.09070 -1.84134 0.95241 0.0 0.0 0.0
H -0.38641 -0.34868 1.61714 -0.1 0.2 0.0
```
Positions in Å, forces in eV/Å.

Löwdin population analysis, charges in e, atoms 1 to 5: -0.25 -0.52 -0.65 -0.41 -0.08

---

Molecular formula: C7H8
Method: DFT, the ωB97M-V functional and the def2-TZVPD basis

Results
energy relative to the best compared isomer or geometry (same formula, charge and spin): 569.1 kJ/mol
HOMO-LUMO gap: 6.11 eV
largest force on an atom: 1.612 eV Å⁻¹
multiplicity: 1

Geometry as XYZ:
```
15
Properties=species:S:1:pos:R:3:forces:R:3
C -2.46841 -0.14208 0.18204 1.3 -0.2 -0.9
C -0.04564 -0.90446 0.76107 -0.3 -0.5 -1.1
C -0.95617 0.01433 0.14848 -0.6 0.5 0.5
C -0.30891 0.86645 -0.67078 0.0 -0.6 0.0
C 1.17396 0.55698 -0.84081 -0.5 -1.1 -0.3
C 1.98450 0.57483 0.29711 0.8 0.8 -0.5
C 1.22922 -0.75415 0.25127 -0.7 0.1 1.3
H -2.80663 -0.76272 1.00303 -0.2 0.3 0.2
H -2.59532 -0.70625 -0.74766 -0.7 -0.1 0.2
H -2.97349 0.80510 0.03830 -0.2 0.1 0.4
H -0.32628 -1.66182 1.48031 -0.1 -0.4 -0.5
H -0.86662 1.44325 -1.39674 0.4 0.8 0.3
H 1.48578 0.34258 -1.86888 0.2 0.2 0.0
H 3.06512 0.47532 0.23068 0.0 0.3 -0.5
H 1.81132 -1.64064 0.03789 0.7 0.2 0.8
```
Positions in Å, forces in eV/Å.

Löwdin population analysis, charges in e, atoms 1 to 5: -0.04 -0.03 -0.31 -0.02 -0.18

---

Molecular formula: C30H45NO3P2RhS
Method: DFT, the ωB97M-V functional and the def2-TZVPD basis

Results
total charge: +1
<S²>: 6.02
energy relative to the best compared isomer or geometry (same formula, charge and spin): 245.9 kJ/mol
HOMO-LUMO gap (alpha / beta): 5.13 / 4.12 eV
largest force on an atom: 5.152 eV Å⁻¹
multiplicity: 5

Geometry as XYZ:
```
83
Properties=species:S:1:pos:R:3:forces:R:3
Rh 1.70714 -0.71490 -1.19395 -0.6 2.1 4.6
C -0.26433 -0.99019 0.24962 1.2 0.0 0.3
C -0.06949 -2.04448 -0.71097 0.5 -0.9 0.2
C 1.75756 -1.99577 0.73379 -0.8 -0.2 0.1
C 0.85866 -0.95725 1.12840 -0.8 -1.1 0.1
C 1.20550 -2.66751 -0.41616 -1.1 -0.2 0.5
C -1.42187 -0.07151 0.33762 -0.3 0.2 0.1
H -1.83647 0.13240 -0.64752 0.0 -0.2 0.5
H -1.08452 0.88594 0.74031 -0.2 -0.1 0.1
H -2.22570 -0.48035 0.96605 0.2 0.1 -0.1
C 0.96930 -0.13405 2.35963 0.2 0.5 0.1
H 0.73319 0.90707 2.13375 0.0 0.0 0.1
H 1.98840 -0.15881 2.75716 -0.1 0.0 0.0
H 0.28905 -0.45630 3.16118 0.1 -0.1 -0.3
C 2.99660 -2.42805 1.42854 0.3 0.2 0.1
H 3.14468 -3.50992 1.35207 0.0 0.2 -0.2
H 2.93193 -2.21433 2.49760 0.1 0.2 -0.1
H 3.86060 -1.89404 1.00350 -0.1 -0.3 0.3
C 1.85597 -3.85315 -1.05321 0.1 -0.2 0.1
H 2.24114 -4.53186 -0.28620 0.0 0.0 -0.1
H 2.71866 -3.52789 -1.66246 -0.3 -0.4 0.1
H 1.14391 -4.42648 -1.65273 0.2 0.1 -0.1
C -1.15111 -2.59358 -1.59006 0.0 -0.4 -0.2
H -1.54837 -3.54046 -1.17409 0.1 0.5 -0.1
H -0.80500 -2.81972 -2.60614 -0.1 0.0 0.2
H -1.98181 -1.88862 -1.67431 0.0 -0.1 0.0
C -3.61719 3.89025 -2.45205 -0.4 -0.1 0.0
C -4.68774 3.25724 -2.96922 0.4 0.3 0.3
C -4.75254 2.19344 -4.02288 0.3 -0.1 -0.3
C -3.43451 2.01071 -4.83536 0.2 -0.4 -1.0
C -2.59211 1.05385 -4.06233 -1.1 -0.9 -1.9
C -2.28706 1.14690 -2.76526 3.2 -0.7 0.6
C -1.57693 2.31226 -2.18014 -0.5 1.5 0.8
C -2.11610 3.68195 -2.64320 0.2 0.6 -0.2
H -5.60274 2.37672 -4.71561 0.6 0.0 0.4
H -2.90408 2.94931 -5.09786 -0.6 -0.4 0.2
H -4.96213 1.24452 -3.49489 -0.2 0.2 -0.4
H -1.79216 3.94153 -3.67076 -0.2 -0.4 0.4
H -3.80885 4.70467 -1.75389 -0.3 -0.3 0.0
H -5.68984 3.46474 -2.57627 0.5 0.4 0.0
H -1.59942 4.43255 -2.02175 -0.2 -0.3 -0.2
H -1.57791 2.27462 -1.09493 -0.4 0.0 0.2
H -2.15177 0.18084 -2.27719 0.0 0.2 0.0
H -0.47691 2.31213 -2.36717 -0.7 -0.4 -0.2
H -3.65023 1.45304 -5.77097 -0.1 0.8 0.3
H -2.48579 0.06863 -4.55509 -0.5 0.4 0.7
P 0.27128 0.69671 -4.25897 0.1 1.0 -2.8
C 0.54271 2.29243 -5.19828 -0.3 0.6 0.7
C 0.00164 -0.30094 -5.80159 0.2 -0.7 -0.1
P 2.52772 -0.97940 -3.06271 0.0 -1.1 -2.6
C 2.03126 0.62091 -3.76547 0.2 0.3 0.1
C 1.48093 -2.23016 -3.86806 0.6 -0.3 -0.9
C 4.28089 -1.37270 -3.20018 0.0 0.3 -0.7
H 1.13831 2.94819 -4.54982 -0.2 0.0 -0.2
H -0.35077 2.84570 -5.51567 0.1 -0.3 0.2
H 1.13025 2.05036 -6.09284 -0.1 0.0 0.3
H 0.32205 0.23014 -6.69985 -0.2 0.2 0.2
H -1.02745 -0.64571 -5.94889 0.1 0.1 0.2
H 0.62145 -1.18904 -5.72272 -0.2 0.1 -0.5
H 4.69344 -1.01537 -4.15494 0.1 -0.2 0.3
H 4.41550 -2.45559 -3.10611 -0.1 0.2 -0.1
H 4.75021 -0.88808 -2.34724 0.3 0.1 0.0
H 1.92964 1.37370 -2.93114 0.9 -0.4 -0.6
H 2.70953 1.00078 -4.55410 -0.5 0.1 0.2
H 1.21132 -3.03292 -3.17724 0.5 0.2 -0.3
H 2.02426 -2.59901 -4.75150 -0.6 -0.3 0.0
H 0.53116 -1.76022 -4.15151 0.5 -0.5 0.4
O 4.77118 -0.02546 0.06751 -1.3 1.5 0.4
C 3.99327 0.93275 0.24148 -0.1 -0.7 -0.8
N 2.74174 1.04024 -0.32096 -0.7 0.7 -0.5
S 2.04078 2.57084 -0.23284 1.2 -1.4 0.7
O 0.77242 2.55276 0.47055 0.3 0.0 -0.7
O 2.06963 3.18996 -1.54348 -0.3 -0.2 0.2
C 3.29671 3.15146 0.86071 0.1 1.0 0.8
C 3.29992 4.33461 1.61637 0.3 -0.3 -0.3
C 4.30007 4.51064 2.58438 -0.1 -0.5 -0.1
C 5.23126 3.48560 2.82195 -0.2 0.2 -0.2
C 5.20125 2.31686 2.05747 0.0 0.0 -0.1
C 4.23217 2.14964 1.06393 0.7 0.6 0.9
H 2.54085 5.09558 1.45044 0.1 -0.1 0.0
H 4.33825 5.41421 3.19591 -0.1 -0.3 -0.3
H 5.97471 3.61262 3.61614 -0.3 -0.1 -0.4
H 5.90615 1.51234 2.23752 0.0 0.1 0.0
```
Positions in Å, forces in eV/Å.

Löwdin population analysis, charges in e, atoms 1 to 5: 0.91 -0.23 -0.29 -0.26 -0.25

---

| no. | molecular weight (g mol⁻¹) |
| --- | --- |
| 1 | 1179.58 |
| 2 | 132.21 |
| 3 | 92.14 |
| 4 | 664.62 |